{
  "formula": "C30H53NO12S7",
  "method": "wB97M-V/def2-TZVPD",
  "species": ["C", "C", "C", "C", "C", "C", "C", "S", "C", "C", "O", "O", "C", "C", "C", "O", "C", "O", "C", "S", "O", "S", "O", "O", "O", "C", "C", "C", "C", "S", "C", "C", "O", "N", "C", "C", "C", "C", "H", "H", "H", "H", "H", "H", "H", "H", "H", "H", "H", "H", "H", "H", "H", "H", "H", "H", "H", "H", "H", "H", "H", "H", "H", "H", "H", "H", "H", "H", "H", "H", "H", "H", "H", "C", "S", "O", "C", "H", "H", "H", "H", "H", "H", "C", "S", "O", "C", "H", "H", "H", "H", "H", "H", "C", "S", "O", "C", "H", "H", "H", "H", "H", "H"],
  "positions_angstrom": [[-2.302, 4.574, 0.567], [-1.224, 3.513, 0.544], [-1.177, 2.579, 1.562], [-0.179, 1.658, 1.546], [0.785, 1.613, 0.565], [1.864, 0.557, 0.690], [3.318, 1.051, 0.597], [4.248, -0.563, 0.178], [4.535, -0.514, -1.599], [3.290, -0.820, -2.409], [2.694, 0.052, -3.004], [2.896, -2.134, -2.452], [1.605, -2.325, -1.868], [0.803, -3.392, -2.611], [1.388, -4.794, -2.443], [-0.575, -3.272, -2.189], [-0.893, -3.963, -1.045], [-1.448, -5.039, -1.114], [-0.563, -3.365, 0.316], [-2.028, -3.340, 1.409], [3.605, 1.874, -0.536], [5.007, 2.645, -0.290], [4.869, 3.893, -0.931], [6.178, 1.914, -0.605], [4.906, 2.684, 1.296], [3.942, 1.737, 1.846], [3.004, 2.500, 2.824], [2.967, 4.026, 2.692], [2.461, 4.579, 1.357], [3.294, 6.209, 1.091], [4.852, 0.834, 2.711], [4.072, -0.210, 3.482], [3.404, -1.085, 2.971], [4.123, -0.070, 4.902], [5.438, -0.606, 5.332], [3.015, -0.764, 5.553], [0.699, 2.521, -0.451], [-0.302, 3.458, -0.454], [-3.301, 4.151, 0.478], [-2.211, 5.122, 1.521], [-2.081, 5.303, -0.214], [-1.908, 2.617, 2.352], [-0.143, 0.942, 2.365], [1.747, -0.066, 1.573], [1.737, -0.123, -0.155], [4.977, 0.400, -1.980], [5.263, -1.307, -1.793], [1.752, -2.662, -0.836], [1.018, -1.406, -1.907], [0.813, -3.142, -3.671], [1.770, -4.919, -1.428], [2.190, -4.911, -3.169], [0.629, -5.543, -2.663], [-0.212, -2.336, 0.275], [0.189, -3.954, 0.837], [-2.075, -4.622, 1.815], [2.009, 2.056, 2.821], [3.395, 2.301, 3.824], [3.913, 4.486, 2.966], [2.256, 4.368, 3.453], [1.392, 4.772, 1.341], [2.717, 3.976, 0.494], [3.612, 6.128, -0.215], [5.304, 1.512, 3.435], [5.684, 0.431, 2.136], [5.642, -1.532, 4.779], [6.212, 0.104, 5.035], [5.443, -0.766, 6.405], [2.958, -0.414, 6.586], [2.069, -0.540, 5.071], [3.193, -1.846, 5.576], [1.433, 2.484, -1.245], [-0.317, 4.164, -1.275], [-4.188, -4.946, -3.038], [-4.280, -5.466, -4.753], [-5.125, -4.472, -5.472], [-5.301, -6.916, -4.459], [-3.618, -4.020, -2.994], [-5.193, -4.776, -2.649], [-3.678, -5.710, -2.452], [-6.234, -6.619, -3.979], [-4.757, -7.619, -3.828], [-5.516, -7.380, -5.419], [-7.263, -3.467, -7.238], [-8.949, -2.874, -7.394], [-9.793, -4.033, -7.790], [-8.673, -1.887, -8.874], [-7.213, -4.140, -6.390], [-6.975, -4.001, -8.145], [-6.593, -2.625, -7.066], [-8.295, -2.524, -9.675], [-7.960, -1.093, -8.652], [-9.623, -1.449, -9.173], [-1.008, 4.495, 5.914], [-2.387, 4.587, 4.764], [-1.826, 4.968, 3.439], [-3.132, 6.061, 5.471], [-0.383, 3.653, 5.624], [-0.427, 5.417, 5.867], [-1.387, 4.337, 6.924], [-2.414, 6.881, 5.452], [-3.446, 5.853, 6.494], [-4.001, 6.322, 4.870]],
  "lumo_energy_ev": 0.07,
  "homo_energy_ev": -8.367,
  "e_tot_ha": -4919.71792
}

=====

{
  "formula": "C34H86N2O12",
  "method": "wB97M-V/def2-TZVPD",
  "species": ["C", "N", "O", "O", "H", "H", "H", "C", "N", "O", "O", "H", "H", "H", "C", "C", "O", "C", "C", "H", "H", "H", "H", "H", "H", "H", "H", "H", "H", "C", "C", "O", "C", "C", "H", "H", "H", "H", "H", "H", "H", "H", "H", "H", "C", "C", "O", "C", "C", "H", "H", "H", "H", "H", "H", "H", "H", "H", "H", "C", "C", "O", "C", "C", "H", "H", "H", "H", "H", "H", "H", "H", "H", "H", "C", "C", "O", "C", "C", "H", "H", "H", "H", "H", "H", "H", "H", "H", "H", "C", "C", "O", "C", "C", "H", "H", "H", "H", "H", "H", "H", "H", "H", "H", "C", "C", "O", "C", "C", "H", "H", "H", "H", "H", "H", "H", "H", "H", "H", "C", "C", "O", "C", "C", "H", "H", "H", "H", "H", "H", "H", "H", "H", "H"],
  "positions_angstrom": [[-7.052, -2.974, 0.171], [-6.117, -3.505, -0.864], [-4.959, -3.643, -0.534], [-6.564, -3.796, -1.949], [-7.074, -1.900, 0.009], [-6.679, -3.342, 1.121], [-8.027, -3.387, -0.071], [0.042, -3.524, -2.248], [1.475, -3.870, -2.349], [2.002, -4.424, -1.411], [2.059, -3.453, -3.326], [-0.538, -4.169, -2.900], [-0.016, -2.477, -2.527], [-0.230, -3.594, -1.202], [2.901, 5.568, -1.092], [2.852, 4.469, -2.152], [1.530, 4.298, -2.599], [1.384, 3.517, -3.748], [0.726, 2.150, -3.448], [3.863, 5.589, -0.585], [2.742, 6.538, -1.574], [2.085, 5.518, -0.370], [3.564, 4.754, -2.930], [3.205, 3.545, -1.682], [0.660, 3.982, -4.425], [2.291, 3.450, -4.357], [-0.344, 2.357, -3.381], [1.054, 1.701, -2.511], [0.778, 1.449, -4.283], [-1.938, 3.066, -0.915], [-2.255, 2.590, 0.495], [-3.265, 1.586, 0.425], [-4.342, 1.798, 1.313], [-5.170, 0.517, 1.334], [-1.466, 4.043, -1.025], [-1.238, 2.367, -1.374], [-2.849, 3.024, -1.515], [-1.331, 2.121, 0.853], [-2.545, 3.378, 1.193], [-3.924, 1.955, 2.312], [-5.011, 2.610, 1.011], [-5.525, 0.241, 0.339], [-6.024, 0.586, 2.010], [-4.586, -0.355, 1.641], [-2.004, -2.517, 1.166], [-0.966, -1.391, 1.112], [-0.304, -1.360, -0.131], [0.814, -0.508, -0.183], [2.122, -1.118, 0.291], [-1.612, -3.509, 0.959], [-2.253, -2.471, 2.231], [-2.888, -2.327, 0.560], [-1.360, -0.383, 1.307], [-0.342, -1.575, 2.002], [0.961, -0.309, -1.249], [0.631, 0.454, 0.318], [2.191, -2.082, -0.229], [2.257, -1.411, 1.331], [2.933, -0.479, -0.056], [3.761, -0.411, -4.025], [4.598, 0.425, -3.084], [5.194, 1.468, -3.839], [6.110, 2.238, -3.098], [6.456, 3.474, -3.884], [3.066, -1.092, -3.536], [3.218, 0.219, -4.728], [4.456, -1.033, -4.597], [3.931, 0.846, -2.320], [5.383, -0.150, -2.586], [5.678, 2.527, -2.126], [7.000, 1.643, -2.844], [7.442, 3.859, -3.624], [5.695, 4.254, -3.831], [6.487, 3.245, -4.954], [-4.640, -2.763, 4.258], [-6.159, -2.794, 4.375], [-6.718, -3.905, 3.669], [-6.468, -5.175, 4.283], [-7.185, -6.239, 3.489], [-4.328, -3.535, 3.553], [-4.240, -1.807, 3.928], [-4.152, -3.021, 5.201], [-6.535, -2.806, 5.400], [-6.590, -1.918, 3.890], [-5.385, -5.301, 4.202], [-6.755, -5.183, 5.338], [-6.459, -6.866, 2.974], [-7.903, -5.877, 2.747], [-7.883, -6.857, 4.061], [-3.934, -0.003, -2.216], [-4.723, -0.791, -3.243], [-5.053, 0.052, -4.319], [-5.492, -0.615, -5.489], [-6.902, -1.235, -5.271], [-4.584, 0.801, -1.877], [-3.659, -0.632, -1.362], [-2.934, 0.313, -2.519], [-4.123, -1.665, -3.535], [-5.644, -1.166, -2.778], [-5.537, 0.170, -6.242], [-4.790, -1.403, -5.781], [-7.302, -1.551, -6.232], [-7.409, -0.425, -4.750], [-6.784, -2.128, -4.660], [4.510, -1.804, 3.203], [4.553, -1.645, 4.716], [3.616, -0.683, 5.122], [4.128, 0.362, 5.900], [4.292, -0.082, 7.363], [5.279, -2.427, 2.751], [3.529, -2.216, 2.968], [4.602, -0.807, 2.771], [4.427, -2.607, 5.227], [5.570, -1.391, 5.048], [5.071, 0.796, 5.550], [3.432, 1.199, 5.899], [4.995, -0.899, 7.525], [3.297, -0.415, 7.662], [4.616, 0.748, 7.994], [8.013, 3.423, 0.287], [6.666, 4.116, 0.127], [5.607, 3.174, 0.180], [5.101, 2.919, 1.471], [4.096, 1.799, 1.254], [8.836, 4.137, 0.319], [8.109, 2.802, 1.189], [8.186, 2.628, -0.441], [6.436, 4.963, 0.780], [6.704, 4.551, -0.878], [5.814, 2.549, 2.216], [4.557, 3.792, 1.851], [3.427, 1.619, 2.105], [4.599, 0.847, 1.077], [3.402, 1.997, 0.435]],
  "lumo_energy_ev": 0.44,
  "smiles": "C[N+](=O)[O-].C[N+](=O)[O-].CCOCC.CCOCC.CCOCC.CCOCC.CCOCC.CCOCC.CCOCC.CCOCC",
  "homo_energy_ev": -9.375,
  "e_tot_ha": -2359.03025
}

=====

{
  "formula": "CH2BrClO",
  "method": "wB97M-V/def2-TZVPD",
  "species": ["O", "C", "Cl", "Br", "H", "H"],
  "positions_angstrom": [[0.686, 0.419, -1.005], [-0.148, -0.217, 0.319], [-0.126, -1.945, 0.011], [-2.024, 0.488, 0.085], [1.159, 1.275, -0.701], [0.452, -0.020, 1.290]],
  "de_lowest_ev": 1.125,
  "lumo_energy_ev": 0.16,
  "smiles": "O[C@H](Cl)Br",
  "homo_energy_ev": -10.615,
  "e_tot_ha": -3148.68814
}

=====

{
  "formula": "C22H27F3INO2Si2",
  "method": "wB97M-V/def2-TZVPD",
  "species": ["C", "N", "C", "C", "O", "C", "Si", "O", "Si", "I", "H", "H", "H", "H", "H", "H", "H", "H", "H", "H", "H", "H", "F", "C", "C", "C", "C", "C", "C", "H", "H", "H", "H", "H", "F", "C", "C", "C", "C", "C", "C", "H", "H", "H", "H", "H", "F", "C", "C", "C", "C", "C", "C", "H", "H", "H", "H", "H"],
  "positions_angstrom": [[2.041, 0.859, 0.666], [1.562, 1.597, -0.527], [2.661, 2.313, -1.197], [0.542, 2.528, -0.144], [0.775, 3.595, 0.372], [-0.868, 2.093, -0.441], [-2.070, 3.395, 0.148], [-3.590, 2.826, -0.237], [-5.029, 3.509, 0.118], [-5.751, 2.730, 2.303], [1.681, 1.314, 1.593], [3.125, 0.877, 0.699], [1.712, -0.180, 0.638], [3.388, 2.728, -0.493], [3.166, 1.625, -1.874], [2.262, 3.139, -1.782], [-0.962, 1.952, -1.523], [-1.046, 1.105, -0.002], [-1.984, 3.629, 1.603], [-1.846, 4.671, -0.558], [-6.021, 3.091, -0.881], [-4.917, 4.976, 0.203], [-4.939, -4.446, 1.351], [-4.536, -3.212, 0.977], [-5.033, -2.119, 1.658], [-4.610, -0.857, 1.267], [-3.716, -0.708, 0.214], [-3.235, -1.827, -0.453], [-3.644, -3.097, -0.071], [-5.731, -2.263, 2.471], [-4.970, 0.028, 1.774], [-3.398, 0.283, -0.085], [-2.538, -1.714, -1.273], [-3.284, -3.987, -0.569], [5.059, -0.131, 1.693], [5.339, 0.421, 2.897], [5.570, -0.415, 3.969], [5.852, 0.162, 5.199], [5.893, 1.543, 5.338], [5.653, 2.355, 4.238], [5.373, 1.797, 2.998], [5.528, -1.487, 3.835], [6.040, -0.475, 6.054], [6.111, 1.984, 6.301], [5.680, 3.432, 4.342], [5.184, 2.408, 2.127], [-0.878, -1.518, -2.804], [-0.705, -2.517, -3.700], [0.441, -3.280, -3.624], [0.605, -4.307, -4.544], [-0.363, -4.548, -5.510], [-1.505, -3.760, -5.557], [-1.688, -2.731, -4.644], [1.180, -3.069, -2.863], [1.495, -4.920, -4.503], [-0.228, -5.349, -6.224], [-2.261, -3.945, -6.308], [-2.570, -2.105, -4.655]],
  "de_lowest_ev": 0.000,
  "lumo_energy_ev": 0.60,
  "homo_energy_ev": -9.105,
  "e_tot_ha": -2236.12065
}